DFT (ωB97M-V/def2-TZVPD) results for C16H19F6N5O4PtS as an isolated structure.

Structure (XYZ):
```
52
Properties=species:S:1:pos:R:3:mulliken_spin:R:1
Pt 0.481 1.699 -1.273 1.46
N 0.350 2.981 0.529 0.07
C 0.625 2.431 1.862 0.00
C 2.085 2.016 2.039 0.00
C 2.488 0.786 1.225 -0.01
N 2.646 1.121 -0.187 0.16
H 0.986 3.757 0.336 0.00
H -0.602 3.342 0.506 0.00
H -0.016 1.557 2.015 0.00
H 0.377 3.167 2.639 0.00
H 2.233 1.790 3.095 0.00
H 2.748 2.846 1.779 0.00
H 1.709 0.025 1.311 0.00
H 3.415 0.372 1.647 0.01
H 2.927 0.306 -0.727 -0.01
H 3.359 1.835 -0.298 -0.01
C 0.988 0.870 -5.577 0.01
C 1.117 1.524 -4.188 0.01
O 0.458 0.849 -3.232 0.09
C 2.628 1.595 -3.814 0.02
F 3.076 0.391 -3.436 0.00
F 2.842 2.407 -2.750 0.01
F 3.449 2.017 -4.778 0.00
C 0.638 3.002 -4.313 0.00
F 1.457 3.751 -5.064 0.00
F -0.576 3.099 -4.852 0.00
F 0.560 3.624 -3.110 0.01
H 1.409 -0.131 -5.530 0.00
H 1.508 1.457 -6.331 0.00
H -0.065 0.788 -5.833 0.00
O -5.297 -3.579 4.903 0.00
S -4.065 -2.977 5.365 0.00
O -3.988 -1.539 5.268 0.00
O -3.421 -3.571 6.512 0.00
C -2.970 -3.572 3.961 0.00
N -2.780 -4.860 3.879 0.00
C -2.053 -5.268 2.845 0.00
C -1.537 -4.379 1.914 0.00
C -1.842 -3.023 2.084 0.00
N -2.571 -2.648 3.147 0.00
C -1.467 -1.947 1.173 0.00
C -0.576 -2.109 0.103 0.00
C -0.341 -1.051 -0.751 0.02
N -0.924 0.146 -0.609 0.12
C -1.764 0.316 0.421 0.00
C -2.054 -0.681 1.329 0.01
H -1.901 -6.336 2.762 0.00
H -0.950 -4.744 1.088 0.00
H -0.093 -3.055 -0.085 0.00
H 0.310 -1.148 -1.612 0.01
H -2.259 1.276 0.484 0.00
H -2.761 -0.525 2.130 0.00
```

* HOMO (spin up / spin down): -7.4 / -7.4 eV
* strongest force on any atom: 3.28 eV/Å
* multiplicity: 3
* net charge: 0